Entry 1:
Molecular formula: C32H64Br26FN2O3
Method: DFT, ωB97M-V with the def2-TZVPD basis set

Results
- Kohn-Sham gap: 5.58 eV
- Energy: -1867168.711 eV

The geometry in ORCA input format:
```
! RIJCOSX wB97M-V def2-TZVPD def2/J DEFGRID3
* xyz -1 1
Br 11.45 -1.77 3.79
Br -4.97 -1.86 -5.56
Br 5.64 -0.44 5.43
Br -5.80 -0.46 1.74
Br 7.40 5.56 5.56
Br 3.64 6.84 9.13
Br -2.75 -4.00 -9.07
Br 10.73 -0.23 7.08
Br -9.29 -0.96 -9.38
Br -2.24 5.31 4.16
Br 1.49 2.32 3.39
Br -7.83 -2.67 -0.43
Br -7.94 -3.75 -6.63
Br 3.32 4.88 5.34
Br 5.87 7.38 12.03
Br -10.03 -1.13 -4.01
Br -8.80 1.58 -1.84
Br 1.79 2.26 -0.21
Br -5.73 -5.89 -10.12
Br 8.01 -6.07 3.28
Br 9.20 -7.48 0.08
Br -1.19 3.71 0.99
Br 7.84 -2.62 3.43
Br -12.05 -2.30 -11.44
Br 3.99 -0.11 1.60
Br 7.24 8.00 8.32
F -1.50 -2.53 -3.57
O -3.43 -3.68 -0.88
O -5.20 -0.28 -3.77
O -1.37 -4.24 -1.55
N -3.62 -1.89 -2.88
N -0.92 -0.11 -2.34
C -2.28 -2.21 -2.45
C 7.55 -0.32 5.10
C 3.19 2.95 5.61
C -11.03 0.15 -2.92
C 9.64 -5.79 0.93
C -6.05 -2.95 0.33
C -0.30 5.06 2.06
C -10.39 1.51 -2.95
C -1.62 -1.15 -1.58
C 6.83 8.23 6.44
C 9.76 -5.94 2.43
C 4.02 6.79 11.97
C 3.44 1.39 -0.77
C -10.84 -2.00 -8.86
C -3.78 -0.53 -3.38
C -3.01 -5.16 -10.61
C 3.53 -0.03 -0.29
C 12.46 -0.45 4.80
C -5.96 -2.40 1.73
C -5.93 -0.71 -2.61
C -6.58 -2.86 -7.70
C 3.77 5.86 10.81
C -5.21 -3.03 -7.11
C 6.14 7.01 5.87
C 12.43 -0.74 6.28
C 3.20 2.21 4.31
C 7.90 -0.69 3.69
C -11.17 -3.06 -9.87
C -4.38 -4.99 -11.20
C -0.46 4.81 3.53
C -1.01 1.23 -1.76
C -2.39 -3.52 -1.54
H 3.85 6.27 12.91
H -6.83 -0.09 -2.48
H 10.32 -6.82 2.72
H -5.01 -4.05 -6.78
H -0.05 1.46 -1.27
H 10.59 -5.49 0.50
H -4.44 -2.74 -7.82
H -3.60 0.20 -2.59
H -5.36 -0.63 -1.69
H -1.18 -0.12 -3.31
H 5.71 7.23 4.90
H 8.04 -0.95 5.84
H -6.82 -2.65 2.34
H -4.44 -5.47 -12.18
H -6.64 -3.33 -8.68
H 13.18 -0.15 6.80
H -6.87 -1.82 -7.78
H -6.29 -1.72 -2.80
H -12.02 0.18 -3.35
H 0.23 5.42 4.11
H 12.05 0.52 4.55
H 10.22 -5.05 2.86
H 3.95 2.58 3.61
H 2.80 5.36 10.92
H -0.69 6.02 1.75
H -4.69 -3.96 -11.28
H -2.25 -4.85 -11.33
H 4.06 2.69 6.21
H 7.76 8.46 5.93
H 8.87 -5.08 0.64
H -10.09 1.81 -3.95
H -0.31 3.76 3.79
H -3.83 -2.50 -3.66
H 7.81 0.72 5.30
H -11.06 2.26 -2.54
H 12.58 -1.79 6.51
H 7.22 -0.25 2.96
H -10.57 -2.46 -7.91
H 4.55 5.12 10.69
H -11.65 -1.30 -8.70
H 3.36 1.15 4.48
H 8.92 -0.40 3.45
H -2.39 -0.75 -0.90
H 3.40 7.68 11.94
H 4.26 2.01 -0.41
H -10.30 -3.59 -10.23
H 2.29 2.78 6.19
H -3.18 -0.31 -4.27
H -5.90 -4.02 0.33
H 2.60 -0.58 -0.42
H -2.81 -6.17 -10.28
H 6.17 9.09 6.39
H -11.08 -0.27 -1.92
H 0.75 5.00 1.77
H 3.42 1.43 -1.86
H 5.37 6.62 6.53
H -5.34 -2.49 -0.35
H -0.88 -1.67 -0.96
H -1.20 1.96 -2.56
H 13.48 -0.53 4.43
H -1.80 1.33 -1.00
H -11.89 -3.77 -9.47
H 4.33 -0.56 -0.80
H -5.05 -2.76 2.21
*
```

***

Entry 2:
Molecular formula: C6H11N3O
Method: DFT, ωB97M-V with the def2-TZVPD basis set

Results
- SMILES string: Cc1c[nH]cn1.CC(N)=O
- Kohn-Sham gap: 9.09 eV
- Energy: -12918.723 eV
- Energy above the lowest of the compared OMol25 structures with the same formula, charge and spin: 31.1 kJ/mol

The geometry in ORCA input format:
```
! RIJCOSX wB97M-V def2-TZVPD def2/J DEFGRID3
* xyz 0 1
O 0.35 0.52 2.07
N -1.31 -1.80 -1.24
N -1.85 -0.03 -2.42
N 1.96 0.98 0.58
C -1.56 0.36 -1.13
C 2.35 -0.80 2.17
C -1.24 -0.73 -0.37
C -1.62 1.81 -0.78
C 1.45 0.27 1.63
C -1.64 -1.32 -2.45
H 3.04 -0.41 2.92
H -0.97 -0.70 0.67
H -2.38 2.03 -0.02
H 2.95 -1.27 1.39
H -1.78 -1.90 -3.35
H 2.94 1.04 0.38
H -0.71 2.24 -0.37
H -1.29 -2.75 -0.89
H 1.36 1.68 0.19
H 1.78 -1.58 2.66
H -1.85 2.38 -1.67
*
```

***

Entry 3:
Molecular formula: C29H24BBrCuF2N4O4
Method: DFT, ωB97M-V with the def2-TZVPD basis set

Results
- Kohn-Sham gap (spin up / spin down): 5.74 / 6.46 eV
- Energy: -165413.907 eV
- Energy above the lowest of the compared OMol25 structures with the same formula, charge and spin: 12.3 kJ/mol

The geometry in ORCA input format:
```
! RIJCOSX wB97M-V def2-TZVPD def2/J DEFGRID3
* xyz -2 2
Br -0.41 5.68 -3.39
Cu -0.08 -0.78 -0.21
F 0.61 -3.62 -0.36
F 1.30 -2.60 -2.21
O -3.47 -1.95 2.01
O 3.43 -0.74 2.46
O -0.42 1.88 1.85
O -0.50 1.21 -0.31
N -0.01 -1.26 1.83
N 2.22 -0.59 0.49
N -2.14 -1.35 0.22
N -0.16 5.84 0.70
C -0.36 3.51 0.14
C -5.20 0.05 -1.31
C -0.24 4.56 1.05
C -2.57 -3.28 -1.84
C -0.41 3.82 -1.21
C -0.43 2.07 0.63
C -2.38 -1.65 1.49
C 2.38 -0.80 1.79
C -0.09 -1.74 4.51
C -0.21 6.13 -0.59
C -5.43 -0.84 -2.35
C 2.66 1.95 -0.68
C 1.10 -1.15 2.54
C 4.29 -1.47 -0.47
C 3.62 0.82 -0.90
C -4.14 -0.11 -0.44
C -3.92 0.85 0.69
C -1.16 -1.60 2.39
C 5.40 -1.28 -1.29
C 4.06 -2.81 0.17
C -3.26 -1.20 -0.61
C 1.10 -1.38 3.91
C 4.74 0.98 -1.71
C -0.34 5.16 -1.56
C -3.49 -2.10 -1.66
C -1.25 -1.85 3.75
C 5.63 -0.06 -1.91
C 3.39 -0.42 -0.27
C -4.57 -1.92 -2.51
B 0.63 -2.46 -1.05
H -2.96 -3.96 -2.60
H 2.54 2.16 0.38
H 1.67 1.71 -1.05
H 6.50 0.08 -2.54
H 6.08 -2.10 -1.44
H -2.87 1.12 0.78
H -4.22 0.40 1.64
H -5.86 0.90 -1.17
H 4.14 -2.73 1.25
H 3.02 2.86 -1.18
H -4.73 -2.63 -3.32
H 3.06 -3.19 -0.06
H -6.26 -0.70 -3.03
H -0.13 -1.92 5.58
H 4.90 1.94 -2.18
H -1.58 -2.96 -2.14
H -0.15 7.18 -0.87
H -4.50 1.76 0.53
H -2.21 -2.12 4.17
H -0.20 4.32 2.11
H 4.79 -3.53 -0.19
H -0.51 3.03 -1.93
H 2.03 -1.28 4.44
H -2.45 -3.83 -0.91
*
```